1.
Here is a structure of composition C30H30N9O6SW in a non-equilibrium geometry from the Open Molecules 2025 dataset. Energies are from ωB97M-V/def2-TZVPD.

Computed properties:
Energy relative to the best compared isomer or geometry (same formula, charge and spin), eV: 3.973
E, eV: -69946.6017
Highest occupied orbital energy (spin up / spin down), eV: -10.14 / -10.71
Net charge: +1
Multiplicity: 3
Orbital gap (spin up / spin down), eV: 6.0912 / 6.5094
<S²>: 2.015

Geometry as XYZ:
```
77
Properties=species:S:1:pos:R:3:forces:R:3
W 0.758271 0.486707 -0.323877 0.882 0.566 1.142
C 4.163364 2.763595 1.561215 -0.066 -0.023 0.497
O 4.876403 2.735708 0.331374 -0.057 -0.098 -0.578
C 4.757102 1.613127 -0.433588 -0.240 -0.008 0.092
C 5.885788 1.133784 -1.095315 -0.335 0.100 0.186
C 5.844469 -0.070720 -1.773368 -0.039 -0.060 -0.053
C 4.685638 -0.831609 -1.801581 -0.386 -0.006 0.029
C 3.518201 -0.325247 -1.239573 0.346 0.804 0.673
C 2.200882 -1.015840 -1.252807 -0.086 -0.281 -2.393
N 1.249057 -0.486087 -2.099740 0.565 -1.567 0.196
N 0.205235 -1.309838 -2.453816 -0.073 -0.642 -0.402
C -0.575111 -1.649511 -1.478790 0.777 0.326 -0.516
O -0.348131 -1.165771 -0.267490 -1.111 -1.091 -0.333
C -1.734399 -2.492408 -1.775140 -0.322 -0.212 0.209
C -1.758565 -3.260021 -2.940407 0.013 0.113 0.198
C -2.889626 -3.988363 -3.255209 -0.033 0.013 -0.031
C -3.997733 -3.952108 -2.419987 0.020 -0.024 0.033
C -3.967174 -3.199372 -1.256849 -0.164 -0.026 -0.001
C -2.839795 -2.470852 -0.928333 0.242 0.085 -0.149
C 3.541458 0.929141 -0.598426 0.491 -0.598 -0.379
O 2.366219 1.405932 -0.128582 2.453 1.024 0.618
H 4.891449 2.936809 2.358368 -0.098 0.023 -0.085
H 3.633235 1.825082 1.757927 0.176 0.245 -0.028
H 3.442849 3.585256 1.547118 0.029 -0.122 0.023
H 6.788430 1.721369 -1.040817 0.144 0.000 0.089
H 6.731963 -0.437217 -2.261869 0.134 -0.055 -0.040
H 4.677147 -1.798430 -2.279042 0.004 -0.139 -0.084
H 2.208236 -2.112630 -1.158051 -0.255 0.461 0.438
H -0.888068 -3.264461 -3.577823 0.032 -0.030 -0.082
H -2.917114 -4.578754 -4.158017 0.021 -0.062 -0.075
H -4.884979 -4.513154 -2.675329 -0.040 -0.037 -0.012
H -4.833617 -3.169145 -0.614453 -0.103 -0.012 0.090
H -2.806439 -1.863439 -0.035535 -0.015 -0.039 0.034
N 0.547011 3.533195 -0.060580 -0.159 0.713 0.415
N 0.543700 3.614066 1.343177 -0.022 0.392 -0.574
C 0.478443 2.462484 2.078541 0.101 0.671 -0.427
O 0.625682 2.469061 3.280171 -0.137 0.093 0.242
O 0.210142 1.398247 1.357891 -0.626 0.514 0.873
H 1.416648 3.915437 -0.435439 -0.237 -0.216 0.135
H -0.241408 4.049059 -0.451122 0.207 0.018 0.182
H 0.683620 4.494493 1.824466 0.044 -0.266 -0.077
N 0.887440 2.534806 -4.304131 -0.384 -0.026 0.347
C 1.585974 2.259214 -3.202028 -0.129 -0.313 0.940
N 0.761132 1.907338 -2.226182 -1.495 0.482 -1.067
C -0.500546 1.986354 -2.824090 3.057 0.668 -1.428
N -0.423954 2.378895 -4.091625 -0.775 -0.324 0.616
C -1.617242 1.627832 -2.034888 -0.541 -1.285 3.075
C -2.972243 1.767113 -2.364752 0.695 0.228 -0.405
N -3.945451 1.466001 -1.545642 0.108 -0.522 1.431
C -3.586921 1.026489 -0.308694 -0.972 0.633 -1.359
C -2.288664 0.860007 0.069274 1.889 0.086 -0.069
N -1.240391 1.117508 -0.777158 -3.743 0.984 -2.382
H 1.213938 2.816709 -5.217776 0.013 0.015 0.135
H 2.654609 2.304389 -3.118871 0.226 -0.027 -0.066
H -3.247065 2.155038 -3.335385 0.087 0.011 -0.150
H -4.406941 0.826248 0.364473 0.069 -0.093 0.150
H -2.018439 0.534780 1.073306 -0.054 -0.079 -0.278
C -4.649399 -1.639746 3.267664 -0.080 -0.023 0.014
C -3.183997 -1.377439 3.153430 0.145 0.057 -0.033
C -2.335943 -2.231385 2.456858 0.028 0.113 0.176
C -0.985879 -1.942632 2.328396 0.166 -0.090 0.107
C -0.479384 -0.790094 2.906840 0.005 0.092 0.377
C -1.306399 0.060270 3.630575 0.094 -0.006 0.041
C -2.649942 -0.236692 3.747164 0.040 -0.101 -0.072
S 1.253954 -0.339502 2.760620 -0.355 -1.284 0.791
C 1.900444 -1.811463 3.629875 0.004 0.389 -0.464
O 1.608898 -0.670998 1.294355 0.109 -0.384 -0.473
H -4.923485 -2.595565 2.832345 -0.060 -0.098 -0.016
H -5.204578 -0.853888 2.756526 -0.135 0.011 -0.019
H -4.952958 -1.625307 4.312579 -0.103 -0.046 0.041
H -2.736723 -3.134443 2.021340 -0.003 -0.102 -0.082
H -0.343341 -2.606236 1.768717 0.029 -0.010 -0.027
H -0.891609 0.949031 4.077730 0.043 0.155 0.039
H -3.303696 0.416529 4.304539 -0.036 0.139 0.096
H 1.469147 -2.717549 3.217653 -0.049 -0.008 -0.097
H 1.630781 -1.709633 4.676501 -0.089 0.110 0.094
H 2.980391 -1.829555 3.531168 0.127 0.101 -0.059
```
Forces are in eV/Å.

Mulliken charges in e: 1.800, -0.220, -0.544, 0.376, -0.792, -0.679, -0.662, 0.109, -0.270, 0.072, -0.908, 0.559, 0.099, -0.050, -0.568, -0.752, -0.482, -1.339, 0.170, 0.394, 0.424, 0.367, -0.083, 0.182, 0.535, 0.430, 0.536, 0.606, 0.517, 0.419, 0.428, 0.439, 0.632, -0.203, -0.404, -0.025, -0.672, -0.454, 0.320, 0.333, 0.243, 0.101, -0.452, 0.010, 0.111, -0.770, 0.462, -0.895, -0.525, -0.399, 0.061, 0.786, 0.207, 0.678, 0.507, 0.442, -0.163, -1.726, 1.202, -1.065, -0.250, 0.604, -0.682, -0.769, 0.364, -1.269, -0.514, 0.376, 0.296, 0.456, 0.323, 0.247, 0.590, 0.486, 0.352, 0.473, 0.464

2.
Here is a structure of composition C12H11N3O5Os in a non-equilibrium geometry from the Open Molecules 2025 dataset. Energies are from ωB97M-V/def2-TZVPD.

Computed properties:
E, eV: -29780.8731
Highest occupied orbital energy (spin up / spin down), eV: -16.90 / -16.90
Net charge: +2
Multiplicity: 5
Orbital gap (spin up / spin down), eV: 9.3737 / 6.6428
<S²>: 6.020

Geometry as XYZ:
```
32
Properties=species:S:1:pos:R:3:forces:R:3
Os -0.027437 -0.187682 0.014712 0.220 -0.271 0.741
O 0.075137 5.770324 -0.060733 0.175 0.215 -0.025
C -0.010661 4.476387 -0.142187 -0.117 -0.517 -0.058
C -1.238596 3.762833 -0.211621 0.072 0.116 -0.035
C -1.187894 2.404671 -0.225988 -0.371 -0.572 0.179
N -0.014173 1.737524 -0.173185 -0.003 1.154 -0.167
C 1.168301 2.399557 -0.168230 0.359 -0.580 0.225
C 1.215685 3.754040 -0.145467 -0.075 0.256 -0.034
C 2.353551 1.419228 -0.093400 -0.151 1.865 -0.128
O 3.473641 1.798612 -0.073180 -0.053 -0.563 0.028
O 1.910355 0.153455 -0.039393 -1.012 -1.162 0.057
C -2.382790 1.432333 -0.197763 0.190 1.756 -0.156
O -3.500913 1.820572 -0.210248 0.039 -0.516 0.024
O -1.953136 0.163794 -0.126574 0.823 -1.012 0.158
H -0.768575 6.247117 -0.061410 -0.087 -0.063 -0.027
H -2.202966 4.256317 -0.237642 0.014 0.033 0.009
H 2.158132 4.285946 -0.112595 0.027 -0.051 -0.008
N -0.088105 -2.338483 -0.269306 0.012 0.085 -0.069
H -1.037442 -2.652704 -0.481341 -0.015 -0.028 -0.016
H 0.231848 -2.904060 0.518455 0.003 0.055 0.058
H 0.494150 -2.612113 -1.064136 -0.017 -0.058 -0.008
C 0.057538 -0.077843 5.161054 -0.011 0.016 0.032
C 0.994322 -0.815074 4.450656 0.016 -0.019 -0.158
C 0.949954 -0.791471 3.068431 0.161 -0.033 0.326
N 0.022332 -0.084897 2.415169 -0.048 -0.102 -1.125
C -0.877867 0.637446 3.087587 -0.140 0.054 0.322
C -0.887642 0.668327 4.469759 0.004 0.005 -0.161
H 0.066303 -0.080586 6.242858 0.007 0.005 0.001
H 1.756472 -1.398828 4.946735 -0.012 0.010 0.032
H 1.685376 -1.325738 2.478730 -0.025 0.007 -0.032
H -1.608655 1.197862 2.517841 0.006 -0.062 -0.032
H -1.628946 1.266334 4.980111 0.008 -0.024 0.043
```
Forces are in eV/Å.

Mulliken charges in e: 1.856, -0.424, 0.894, -0.322, -0.046, -0.275, 0.083, -0.465, 0.446, -0.438, -0.627, 0.392, -0.448, -0.643, 0.355, 0.504, 0.588, -0.770, 0.380, 0.345, 0.402, -0.143, -0.733, -0.066, -0.172, 0.010, -0.790, 0.437, 0.416, 0.465, 0.365, 0.425

3.
Here is a cluster of 2 separate species, C4H12S2 in total in a non-equilibrium geometry from the Open Molecules 2025 dataset. Energies are from ωB97M-V/def2-TZVPD.

Computed properties:
Energy relative to the best compared isomer or geometry (same formula, charge and spin), eV: 0.939
E, eV: -26012.1785
Structure (SMILES): CSC.CSC
Highest occupied orbital energy, eV: -8.47
Multiplicity: 1
Orbital gap, eV: 9.3620

Geometry as XYZ:
```
18
Properties=species:S:1:pos:R:3:forces:R:3
C -0.958288 -1.769045 -1.573480 -1.174 0.690 1.129
S -0.895892 -3.532121 -1.805811 0.349 -0.139 -0.411
C 0.146461 -4.121415 -0.466465 0.043 0.487 0.213
H -0.130485 -1.089732 -1.773063 0.217 -0.499 -0.657
H -1.244573 -1.525477 -0.540729 0.139 -0.337 0.067
H -1.880517 -1.511700 -2.101992 0.420 0.384 -0.406
H -0.310780 -5.060074 -0.171961 0.308 -0.143 0.251
H 1.195383 -4.229028 -0.727115 -0.006 -0.247 -0.261
H 0.125550 -3.403969 0.356294 -0.286 -0.177 0.086
C 1.416573 3.361141 1.907877 -0.564 -0.808 0.303
S 1.270385 2.243984 0.463355 0.314 0.313 -0.296
C -0.484861 2.494053 -0.000012 0.387 -1.074 -0.027
H 1.408417 2.749379 2.808804 -0.132 -0.018 0.057
H 0.512090 3.962010 1.907419 0.221 0.373 0.145
H 2.316893 3.960738 1.979911 0.051 0.140 -0.638
H -0.992471 1.527114 0.069334 -0.088 0.195 0.660
H -0.839422 3.220476 0.718937 -0.642 0.062 -0.332
H -0.654470 2.723671 -1.051297 0.443 0.798 0.119
```
Forces are in eV/Å.

Mulliken charges in e: -0.901, -0.077, -0.734, 0.322, 0.282, 0.333, 0.282, 0.264, 0.228, -0.772, -0.072, -0.648, 0.265, 0.225, 0.304, 0.180, 0.249, 0.269